A 8-piece molecular cluster, C17H32F15N3O11S overall, computed with wB97M-V/def2-TZVPD.

Positions of all 79 atoms, in Å:
S: 17.185 2.947 25.922
F: 19.038 -1.293 28.128
F: 21.889 5.529 29.872
F: 20.024 6.614 29.844
F: 17.058 -0.784 27.328
F: 18.128 -3.853 25.593
F: 18.501 -5.653 24.556
F: 18.510 0.570 25.543
F: 16.050 -0.096 19.360
F: 19.756 2.300 25.547
F: 14.773 -1.627 20.313
F: 19.029 1.530 27.447
F: 13.947 0.225 19.730
F: 17.343 -2.560 28.611
F: 19.723 -5.180 26.216
F: 21.801 7.601 29.240
O: 17.927 -0.542 30.625
O: 16.828 2.944 24.493
O: 17.694 4.188 26.414
O: 19.996 6.653 27.098
O: 15.483 -0.611 22.638
O: 16.683 0.811 29.235
O: 16.077 2.440 26.751
O: 19.317 -2.749 23.777
O: 21.157 -4.165 23.974
O: 21.812 5.277 27.178
O: 15.667 1.502 21.681
N: 17.239 6.736 26.447
N: 14.081 3.697 28.124
N: 15.922 4.392 22.609
C: 21.176 6.467 29.189
C: 22.732 3.522 25.903
C: 17.405 -0.300 29.519
C: 16.470 1.823 30.226
C: 17.559 2.868 30.231
C: 18.768 -1.183 22.106
C: 19.965 -3.867 24.233
C: 17.673 -1.309 28.384
C: 19.069 -4.658 25.208
C: 15.391 0.319 21.603
C: 15.002 -0.311 20.224
C: 20.933 6.143 27.693
C: 15.767 -0.283 23.998
C: 18.697 1.740 26.170
C: 14.481 0.114 24.703
C: 21.920 4.820 25.813
C: 19.875 -2.046 22.649
H: 16.456 0.562 23.963
H: 17.939 3.099 29.236
H: 19.192 -0.366 21.522
H: 22.421 5.581 25.215
H: 16.721 6.850 25.587
H: 17.969 7.419 26.591
H: 14.320 4.043 29.042
H: 14.728 0.227 25.759
H: 20.259 -2.717 21.880
H: 16.449 1.390 31.226
H: 16.128 4.452 21.622
H: 14.885 3.320 27.641
H: 13.908 4.535 27.588
H: 13.758 -0.680 24.516
H: 13.292 3.067 28.094
H: 17.524 5.767 26.456
H: 23.730 3.564 26.338
H: 20.902 4.565 25.520
H: 20.707 -1.406 22.941
H: 18.237 -0.645 22.891
H: 15.053 3.945 22.862
H: 22.167 2.902 26.600
H: 14.072 1.022 24.261
H: 22.818 2.985 24.958
H: 16.507 3.799 23.181
H: 16.492 6.890 27.110
H: 15.932 5.300 23.049
H: 18.007 -1.703 21.524
H: 17.160 3.782 30.670
H: 16.182 -1.156 24.502
H: 18.429 2.463 30.749
H: 15.460 2.224 30.138

Computed properties:
2S+1: 2
Molar mass: 771.49 g/mol
Calculated total energy: -3554.01223 hartree
Expectation value of S²: 0.7576
Net charge: +3
Kohn-Sham gap (alpha / beta): 7.998 / 3.574 eV